{
  "formula": "C8H7N2O4S",
  "method": "wB97M-V/def2-TZVPD",
  "elements": ["C", "C", "C", "C", "C", "C", "C", "C", "N", "N", "O", "O", "O", "O", "S", "H", "H", "H", "H", "H", "H", "H"],
  "xyz": [[-1.2400, -1.1486, -1.4369], [-0.5513, -1.7283, -0.1998], [-2.6227, -1.0598, -0.9925], [-0.4895, -0.2706, -0.5001], [-1.3600, -0.7994, 0.6345], [-0.5871, -0.4594, 1.8818], [0.6594, 0.6725, 0.1162], [0.4673, 2.0890, -0.3341], [-2.7545, -0.8643, 0.2880], [0.3763, 0.4177, 1.5506], [2.5560, 0.2472, -1.7148], [-0.7953, -0.7700, 3.0457], [3.0404, 1.2540, 0.4156], [2.6200, -1.0723, 0.3891], [2.4014, 0.2165, -0.2311], [-0.8270, -1.3205, -2.4855], [0.1807, -2.4709, -0.0421], [-3.6140, -1.1699, -1.6284], [0.1656, 2.6081, 0.4916], [-0.2703, 2.4543, -1.0484], [1.4870, 2.4960, -0.4003], [1.1576, 0.6787, 2.2008]],
  "forces_ev_per_angstrom": [[1.642, -0.461, -2.360], [-0.310, 1.278, -1.005], [-4.896, 0.096, -0.134], [2.099, -0.350, 2.886], [1.615, -0.479, 0.531], [-1.154, 0.848, 1.736], [-2.354, -2.080, -1.723], [1.518, 0.842, -0.217], [0.225, -0.079, -1.716], [2.201, 1.337, -0.850], [-0.599, -0.201, 1.872], [-0.290, -0.525, -0.435], [2.997, 4.472, 2.886], [-0.273, -0.612, -0.082], [-2.065, -3.978, -4.371], [-0.988, 0.112, 1.552], [0.815, -0.381, 0.129], [2.318, 0.228, 1.148], [-1.094, 1.376, 2.687], [0.403, -0.978, -0.722], [-0.500, 0.236, -1.060], [-1.311, -0.699, -0.753]],
  "charge": -1,
  "max_force_ev_per_a": 6.26,
  "de_lowest_ev": 1.598,
  "orbital_gap_ev": 9.08,
  "energy_ev": -30413.264,
  "multiplicity": 1
}

---

{
  "formula": "C26H17F12N6NaO2",
  "method": "wB97M-V/def2-TZVPD",
  "elements": ["Na", "C", "C", "C", "C", "C", "N", "C", "C", "C", "C", "C", "C", "C", "C", "O", "C", "F", "F", "F", "C", "F", "F", "F", "C", "C", "C", "O", "C", "F", "F", "F", "C", "F", "F", "F", "H", "H", "H", "H", "H", "H", "H", "H", "H", "H", "H", "H", "N", "C", "N", "C", "N", "C", "C", "N", "C", "C", "N", "H", "H", "H", "H", "H"],
  "xyz": [[-0.0623, 0.2124, -0.4288], [3.2791, 4.4257, 4.0283], [2.3811, 3.3397, 3.4945], [2.3295, 2.0702, 4.0621], [1.5205, 1.0974, 3.5228], [0.7036, 1.2802, 2.3648], [0.1055, 0.1976, 1.8144], [-0.4365, -0.8038, 2.5413], [-1.0647, -0.5055, 3.7850], [-1.6820, -1.4417, 4.5819], [-1.7243, -2.7761, 4.1969], [-2.4177, -3.8292, 5.0220], [-1.1313, -3.0922, 2.9793], [-0.5091, -2.1821, 2.1271], [0.1069, -2.7066, 0.7831], [-0.0391, -1.9421, -0.2910], [1.6294, -2.9651, 1.0716], [2.2561, -1.8326, 1.4257], [1.8755, -3.8518, 2.0730], [2.2940, -3.4414, -0.0057], [-0.5102, -4.1045, 0.3678], [-0.2300, -5.1988, 1.1441], [-0.0948, -4.4647, -0.8625], [-1.8544, -4.0385, 0.3049], [0.7257, 2.6067, 1.8064], [1.5649, 3.5564, 2.3930], [-0.1729, 3.1186, 0.6200], [-0.7999, 2.2458, -0.1338], [-1.2675, 4.0564, 1.2602], [-2.1254, 3.3262, 1.9869], [-1.9967, 4.6840, 0.3057], [-0.8444, 5.0517, 2.0884], [0.7098, 4.0385, -0.3440], [0.9260, 5.3298, 0.0649], [1.9366, 3.5178, -0.5607], [0.1433, 4.1598, -1.5554], [3.5925, 4.2057, 5.0522], [2.7733, 5.3949, 4.0368], [4.1882, 4.5441, 3.4279], [2.9405, 1.8333, 4.9309], [1.5250, 0.1062, 3.9606], [-1.0621, 0.5322, 4.0965], [-2.1455, -1.1239, 5.5138], [-2.4315, -3.5554, 6.0807], [-1.9153, -4.7962, 4.9363], [-3.4590, -3.9801, 4.7133], [-1.1632, -4.1353, 2.6995], [1.5798, 4.5540, 1.9740], [1.1670, -0.2477, -4.8776], [0.1805, 0.0478, -4.0096], [0.6807, 0.2317, -2.8212], [2.0160, 0.0399, -3.0035], [2.3584, -0.2350, -4.2484], [2.9769, 0.1558, -1.8978], [4.3342, -0.0924, -2.0661], [5.1967, 0.0298, -1.0626], [4.6850, 0.3944, 0.1093], [3.3275, 0.6392, 0.2847], [2.4774, 0.5220, -0.7221], [1.1119, -0.4611, -5.8558], [-0.8609, 0.1012, -4.2811], [4.7218, -0.3952, -3.0313], [5.3714, 0.4956, 0.9417], [2.9192, 0.9323, 1.2455]],
  "forces_ev_per_angstrom": [[-0.090, 0.097, -0.155], [0.009, -0.007, -0.008], [-0.013, 0.023, -0.018], [-0.012, -0.026, -0.009], [0.037, -0.053, 0.007], [0.064, -0.019, 0.151], [-0.091, 0.067, -0.339], [-0.028, -0.020, 0.149], [-0.023, 0.043, 0.017], [0.017, 0.028, -0.020], [0.033, -0.026, -0.026], [-0.010, 0.011, -0.002], [-0.038, -0.012, 0.060], [-0.020, -0.098, -0.002], [0.002, 0.139, 0.040], [0.039, 0.072, 0.079], [-0.013, -0.007, 0.017], [0.016, 0.044, -0.007], [-0.014, -0.020, 0.038], [0.007, -0.023, -0.039], [0.037, -0.060, -0.038], [0.036, 0.002, -0.012], [-0.024, 0.006, 0.028], [-0.021, 0.012, -0.022], [0.032, 0.095, 0.006], [0.035, -0.012, 0.034], [0.030, -0.032, 0.155], [0.039, -0.230, -0.046], [-0.024, 0.020, -0.018], [-0.035, -0.027, 0.009], [-0.024, -0.001, -0.008], [0.047, 0.009, 0.017], [-0.042, 0.061, -0.018], [0.017, 0.010, -0.023], [-0.004, -0.032, -0.003], [-0.008, 0.019, 0.027], [-0.001, 0.000, 0.002], [-0.003, 0.000, -0.002], [0.005, 0.002, 0.007], [0.004, 0.007, 0.000], [-0.012, -0.007, -0.005], [0.011, 0.010, -0.014], [-0.004, -0.013, 0.004], [0.002, 0.000, 0.002], [0.002, 0.000, -0.005], [-0.001, -0.002, 0.007], [0.002, 0.019, 0.002], [-0.005, -0.006, 0.009], [-0.089, 0.154, -0.009], [0.067, -0.155, -0.083], [-0.002, -0.006, 0.079], [-0.109, 0.089, -0.164], [0.055, -0.185, 0.076], [0.119, 0.053, 0.162], [-0.020, -0.007, -0.032], [0.023, -0.002, 0.004], [-0.041, 0.018, -0.012], [0.049, 0.020, 0.028], [-0.038, -0.040, -0.058], [0.016, 0.024, -0.014], [-0.001, -0.002, -0.006], [-0.001, -0.001, 0.001], [0.004, -0.003, -0.002], [0.006, -0.015, 0.003]],
  "charge": -2,
  "max_force_ev_per_a": 0.36,
  "de_lowest_ev": 0.097,
  "orbital_gap_ev": 4.00,
  "energy_ev": -77303.955,
  "multiplicity": 1
}

---

Please write out number 1 again, unchanged.
{
  "formula": "C8H7N2O4S",
  "method": "wB97M-V/def2-TZVPD",
  "elements": ["C", "C", "C", "C", "C", "C", "C", "C", "N", "N", "O", "O", "O", "O", "S", "H", "H", "H", "H", "H", "H", "H"],
  "xyz": [[-1.2400, -1.1486, -1.4369], [-0.5513, -1.7283, -0.1998], [-2.6227, -1.0598, -0.9925], [-0.4895, -0.2706, -0.5001], [-1.3600, -0.7994, 0.6345], [-0.5871, -0.4594, 1.8818], [0.6594, 0.6725, 0.1162], [0.4673, 2.0890, -0.3341], [-2.7545, -0.8643, 0.2880], [0.3763, 0.4177, 1.5506], [2.5560, 0.2472, -1.7148], [-0.7953, -0.7700, 3.0457], [3.0404, 1.2540, 0.4156], [2.6200, -1.0723, 0.3891], [2.4014, 0.2165, -0.2311], [-0.8270, -1.3205, -2.4855], [0.1807, -2.4709, -0.0421], [-3.6140, -1.1699, -1.6284], [0.1656, 2.6081, 0.4916], [-0.2703, 2.4543, -1.0484], [1.4870, 2.4960, -0.4003], [1.1576, 0.6787, 2.2008]],
  "forces_ev_per_angstrom": [[1.642, -0.461, -2.360], [-0.310, 1.278, -1.005], [-4.896, 0.096, -0.134], [2.099, -0.350, 2.886], [1.615, -0.479, 0.531], [-1.154, 0.848, 1.736], [-2.354, -2.080, -1.723], [1.518, 0.842, -0.217], [0.225, -0.079, -1.716], [2.201, 1.337, -0.850], [-0.599, -0.201, 1.872], [-0.290, -0.525, -0.435], [2.997, 4.472, 2.886], [-0.273, -0.612, -0.082], [-2.065, -3.978, -4.371], [-0.988, 0.112, 1.552], [0.815, -0.381, 0.129], [2.318, 0.228, 1.148], [-1.094, 1.376, 2.687], [0.403, -0.978, -0.722], [-0.500, 0.236, -1.060], [-1.311, -0.699, -0.753]],
  "charge": -1,
  "max_force_ev_per_a": 6.26,
  "de_lowest_ev": 1.598,
  "orbital_gap_ev": 9.08,
  "energy_ev": -30413.264,
  "multiplicity": 1
}